(1)
Density functional theory data (ωB97M-V/def2-TZVPD) for 2 unconnected molecules or ions with the total composition C4H13NOS.

* SMILES string: CSCCCN.O
* spin multiplicity: 1
* energy above the lowest of the compared OMol25 structures with the same formula, charge and spin: 78.05 kJ/mol
* largest force on an atom: 1.136 eV/A
* net charge: 0

```
20
C4H13NOS, DFT ωB97M-V/def2-TZVPD
C -0.030 -0.745 -1.982
C 0.129 0.001 -0.660
C 0.977 -0.759 0.392
S 1.428 0.357 1.759
C 0.793 -0.516 3.237
N -1.394 -1.249 -2.168
H 0.263 -0.064 -2.788
H 0.740 -1.518 -2.116
H 0.660 0.929 -0.853
H -0.817 0.229 -0.164
H 0.477 -1.683 0.682
H 1.935 -1.024 -0.061
H 1.572 -0.530 3.989
H 0.506 -1.526 3.020
H -0.116 -0.005 3.547
H -1.387 -1.986 -2.869
H -1.687 -1.713 -1.315
H -2.177 2.709 -2.517
H -2.349 1.433 -1.721
O -2.704 2.332 -1.809
```



(2)
Density functional theory data (ωB97M-V/def2-TZVPD) for a molecular structure, C5H11Br5N2O4.

* spin multiplicity: 1
* energy above the lowest of the compared OMol25 structures with the same formula, charge and spin: 0.00 kJ/mol
* largest force on an atom: 2.680 eV/A
* net charge: 0

```
27
C5H11Br5N2O4, DFT ωB97M-V/def2-TZVPD
C -0.587 1.624 -1.792
Br -2.263 1.409 -0.812
Br -0.060 3.476 -1.626
Br -0.986 1.277 -3.683
H 0.221 0.945 -1.493
C 0.150 -1.348 1.248
N 1.351 -0.512 0.909
O 1.134 0.506 0.278
O 2.418 -0.897 1.280
H -0.301 -1.587 0.284
H -0.485 -0.701 1.904
H 0.472 -2.275 1.701
C 3.462 2.243 -0.835
N 4.739 2.684 -1.389
O 5.527 3.194 -0.654
O 4.866 2.599 -2.625
H 3.139 1.427 -1.439
H 2.720 3.077 -0.901
H 3.619 1.920 0.210
Br -4.114 -0.338 2.292
C -3.865 -1.711 0.936
C -3.401 -3.005 1.507
Br -3.132 -4.305 0.021
H -3.203 -1.385 0.124
H -4.858 -1.867 0.500
H -4.127 -3.557 2.116
H -2.435 -2.893 1.939
```



(3)
Density functional theory data (ωB97M-V/def2-TZVPD) for a molecular structure, C34H59AlBeCl5F2N3O11P.

* spin multiplicity: 1
* largest force on an atom: 11.339 eV/A
* net charge: +3
* electronic energy: -147485.1232 eV

```
117
C34H59AlBeCl5F2N3O11P, DFT ωB97M-V/def2-TZVPD
C 6.763 1.949 -1.221
N 5.477 1.474 -0.573
C 5.728 0.226 0.302
C 4.590 -0.942 0.154
C 3.447 -0.586 1.290
C 2.914 0.950 1.319
C 2.216 1.548 -0.012
C 1.161 2.747 0.491
C -0.098 2.705 -0.601
C -1.310 3.750 -0.253
C -2.720 3.155 -0.912
C -3.710 2.459 0.232
C -3.375 0.877 0.519
C -4.032 -0.151 -0.596
C -4.277 -1.621 0.133
C -3.025 -2.681 -0.174
O -3.230 -3.843 0.720
C -2.570 -5.054 0.196
C 4.178 -1.561 -1.293
C 2.954 -2.605 -1.524
C 1.448 -2.134 -1.174
F 0.620 -1.722 -2.370
C 4.446 -0.690 -2.696
C 3.323 0.439 -3.022
C 3.181 0.481 -4.688
C 2.360 -0.850 -5.254
O 1.023 -0.862 -5.391
O 3.045 -2.124 -5.652
C 5.473 -2.622 -1.442
O 5.814 -3.410 -2.461
O 6.250 -2.654 -0.206
C 5.355 -2.221 0.924
N 4.579 -3.499 1.138
C 4.190 -3.693 2.432
O 3.538 -3.815 3.612
P 6.701 -1.880 2.233
N 7.417 -3.522 2.560
O 6.108 -1.338 3.759
H 6.675 3.128 -1.352
H 6.920 1.494 -2.312
H 7.728 1.794 -0.540
H 5.188 2.261 0.079
H 6.822 -0.119 -0.030
H 5.728 0.678 1.408
H 4.032 -0.717 2.326
H 2.589 -1.414 1.370
H 3.782 1.692 1.655
H 2.111 1.017 2.200
H 1.561 0.821 -0.646
H 2.934 2.101 -0.775
H 1.758 3.756 0.424
H 0.682 2.526 1.534
H -0.559 1.627 -0.600
H 0.258 2.924 -1.708
H -1.415 3.959 0.893
H -1.064 4.774 -0.788
H -2.418 2.332 -1.717
H -3.265 4.009 -1.515
H -3.568 3.082 1.228
H -4.831 2.548 -0.167
H -2.217 0.649 0.564
H -3.849 0.609 1.574
H -5.062 0.213 -1.018
H -3.285 -0.332 -1.504
H -4.343 -1.545 1.314
H -5.279 -2.128 -0.229
H -2.999 -2.988 -1.327
H -2.012 -2.141 0.133
H -1.518 -5.257 0.715
H -3.260 -5.975 0.475
H -2.443 -5.073 -0.968
H 2.960 -2.847 -2.696
H 3.110 -3.680 -1.026
H 0.872 -3.092 -0.751
H 1.309 -1.307 -0.370
H 5.548 -0.249 -2.570
H 4.540 -1.446 -3.616
H 3.709 1.531 -2.735
H 2.244 0.232 -2.628
H 4.270 0.415 -5.131
H 2.591 1.414 -5.075
H 2.790 -2.858 -5.011
H 7.241 -4.141 1.719
H 6.892 -3.904 3.377
H 5.166 -1.598 3.960
C -8.511 3.649 -0.737
C -9.425 3.024 0.266
O -8.541 2.321 1.118
C -7.321 2.922 1.007
O -6.366 2.682 1.728
O -7.308 3.828 -0.014
H -8.889 4.607 -1.105
H -8.316 2.992 -1.591
H -9.969 3.768 0.857
H -10.145 2.342 -0.195
Be -0.745 -0.499 -3.595
F -6.445 4.910 2.086
Cl 5.255 3.834 -2.315
C -9.445 -0.076 -2.383
Cl -9.919 1.400 -3.262
Cl -7.677 -0.092 -2.160
Cl -10.244 -0.101 -0.791
Cl -9.938 -1.509 -3.318
C -2.301 0.390 4.706
C -2.026 -0.776 3.790
C -0.706 -0.382 3.165
O -0.003 0.405 4.136
C -0.913 0.745 5.192
H -2.991 0.155 5.520
H -2.720 1.223 4.130
H -1.901 -1.690 4.382
H -2.813 -0.950 3.052
H -0.857 0.239 2.276
H -0.099 -1.249 2.885
H -0.637 0.154 6.072
H -0.812 1.805 5.438
Al 8.156 -5.527 1.017
```



(4)
Density functional theory data (ωB97M-V/def2-TZVPD) for a molecular structure, C8H11BrHfP2.

* spin multiplicity: 1
* energy above the lowest of the compared OMol25 structures with the same formula, charge and spin: 289.50 kJ/mol
* largest force on an atom: 6.602 eV/A
* net charge: +4

```
23
C8H11BrHfP2, DFT ωB97M-V/def2-TZVPD
C -2.113 -1.823 1.007
P -1.216 -0.631 2.138
C -2.032 1.093 1.995
P 0.968 -0.633 1.800
Br 1.745 0.936 3.177
C 1.403 -0.223 0.019
C 2.111 -1.209 -0.805
C 2.434 -0.887 -2.268
C 2.040 0.395 -2.876
C 1.370 1.369 -2.038
C 1.027 1.073 -0.555
H -3.172 -1.920 1.397
H -2.201 -1.474 -0.063
H -1.681 -2.859 0.996
H -2.903 1.135 1.239
H -2.488 1.318 3.008
H -1.331 1.944 1.759
H 2.418 -2.207 -0.407
H 2.988 -1.663 -2.870
H 2.248 0.633 -3.952
H 1.057 2.361 -2.459
H 0.507 1.888 0.001
Hf -3.179 1.383 -0.243
```



(5)
Density functional theory data (ωB97M-V/def2-TZVPD) for a gas-phase ion, C5H12N5S (charge +1).

* spin multiplicity: 1
* energy above the lowest of the compared OMol25 structures with the same formula, charge and spin: 528.69 kJ/mol
* largest force on an atom: 4.308 eV/A
* net charge: +1

```
23
C5H12N5S, DFT ωB97M-V/def2-TZVPD
C -0.595 0.571 1.120
C 0.049 -0.719 0.629
C 0.805 -0.426 -0.642
C -0.486 2.400 2.754
C 2.127 -2.338 -1.678
N -1.079 0.164 -1.781
N -0.101 1.133 2.140
N -1.578 1.131 0.292
N -1.828 0.766 -1.001
N 0.912 -1.411 -1.724
S -3.426 0.941 -1.532
H 0.804 -1.046 1.437
H -0.798 -1.349 0.625
H 1.245 0.530 -0.840
H -0.765 2.433 3.834
H -1.464 2.936 2.358
H 0.249 3.147 2.654
H 3.024 -1.963 -2.129
H 2.379 -2.750 -0.655
H 1.708 -3.165 -2.239
H -2.246 1.864 0.772
H 0.097 -1.921 -1.789
H 0.967 -0.929 -2.608
```